DFT (wB97M-V/def2-TZVPD) results for a 14-piece molecular cluster, C4H34NO14S overall at a distorted geometry.

The geometry in XYZ format:
```
54
C4H34NO14S, DFT wB97M-V/def2-TZVPD
S -1.257 -1.613 -0.267
O 1.220 -1.000 -3.040
O 2.539 0.006 -0.278
O -0.163 -1.620 3.002
O 3.045 0.388 3.836
O 3.424 -2.055 -1.864
O 1.055 -4.190 2.070
O 0.223 3.495 -3.288
O 0.552 4.529 0.897
O -1.797 2.092 -4.398
O 0.421 1.243 -1.458
O -2.686 -2.792 -2.830
O 1.461 -3.491 -0.459
O -2.672 -0.737 4.181
O 2.262 2.594 0.798
N -0.722 1.210 0.464
C -2.904 1.795 1.496
C -2.489 -0.498 0.553
C -1.835 0.704 1.252
C -0.663 1.012 -0.872
H -3.021 -1.191 1.197
H -1.735 -2.701 -2.930
H 0.566 -3.402 -0.821
H -1.594 0.944 -1.427
H 0.901 -0.160 -2.653
H 2.105 1.958 0.076
H -2.952 2.390 0.590
H 3.914 0.019 3.636
H 1.614 -0.089 -0.552
H -3.151 -0.140 -0.233
H 1.192 -3.917 1.134
H 0.710 2.928 -2.681
H -2.786 -2.531 -1.897
H 0.227 3.685 0.571
H -1.401 2.962 -4.322
H 3.075 -0.547 -0.884
H -0.197 -1.276 2.097
H -2.560 2.492 2.263
H 2.488 -0.249 3.364
H 1.754 -2.574 -0.366
H 1.854 -4.245 2.591
H -3.833 1.305 1.777
H -0.505 -2.515 2.840
H -1.497 0.352 2.227
H -1.200 1.360 -4.264
H 0.131 1.444 0.954
H 2.880 1.997 1.252
H 2.643 -1.735 -2.374
H 0.686 -1.254 -3.801
H -3.070 -0.901 3.320
H -1.720 -0.801 4.000
H 0.763 3.989 -3.903
H 1.482 4.309 1.082
H 3.222 -2.977 -1.656
```

Summary:
Charge = -1
E_tot = -45693.7299 eV
HOMO-LUMO gap = 7.394 eV
Spin multiplicity = 1


DFT (wB97M-V/def2-TZVPD) results for an isolated molecule of C4H9NO at a distorted geometry.

The geometry in XYZ format:
```
15
C4H9NO, DFT wB97M-V/def2-TZVPD
O 1.918 -1.183 -0.098
N 1.307 -0.631 1.038
C -0.880 -0.625 -1.372
C -0.385 0.960 1.668
C 0.460 0.255 0.675
C -0.013 0.496 -0.746
H 0.903 0.568 -1.313
H 2.403 -1.942 0.240
H -0.393 -1.590 -1.220
H -1.277 0.571 1.186
H -1.909 -0.698 -0.989
H -0.154 0.791 2.739
H -0.468 2.037 1.503
H -0.966 -0.467 -2.456
H -0.548 1.458 -0.856
```

Summary:
E_tot = -7829.5583 eV
HOMO-LUMO gap = 10.312 eV
SMILES = CC/C(C)=N\O
Spin multiplicity = 1


DFT (wB97M-V/def2-TZVPD) results for H26NeO13 as an isolated structure at a distorted geometry.

The geometry in XYZ format:
```
40
H26NeO13, DFT wB97M-V/def2-TZVPD
Ne 3.992 -0.224 12.311
O 3.236 -2.244 14.355
O 3.767 0.537 15.629
O 1.456 -2.007 12.400
O 3.658 3.795 13.827
O 5.468 2.359 12.002
O 4.864 -4.082 12.352
O 3.182 -2.718 10.424
O 0.164 0.515 12.428
O 1.146 2.615 10.779
O 5.164 2.789 9.268
O 7.243 -2.674 12.109
O 4.585 -1.254 8.690
O 6.847 -0.091 11.328
H 4.845 2.810 12.571
H 6.766 -0.164 10.377
H 6.327 2.645 12.313
H 6.362 -3.048 12.145
H 3.964 -3.048 10.866
H 6.215 0.585 11.572
H 4.840 -1.907 8.038
H 1.245 1.765 11.209
H 2.870 4.107 13.383
H 3.952 0.628 16.564
H 7.110 -1.775 11.809
H 4.176 -0.554 8.181
H 0.365 2.518 10.233
H 1.018 -1.221 12.071
H 0.306 0.403 13.367
H 3.493 -1.968 9.916
H 3.071 -1.456 14.873
H 3.383 2.992 14.269
H -0.600 1.088 12.368
H 5.111 -4.970 12.094
H 5.271 2.797 10.219
H 5.018 -4.056 13.297
H 4.610 0.307 15.239
H 2.084 -2.236 11.715
H 6.058 2.799 8.926
H 2.565 -2.228 13.673
```

Summary:
E_tot = -30549.4968 eV
HOMO-LUMO gap = 9.981 eV
Spin multiplicity = 1